C34H36I2N9O6PtS2 as an isolated structure. Source: the Open Molecules 2025 dataset; level of theory: wB97M-V/def2-TZVPD.

The relative energy (zero: lowest compared OMol25 entry of this formula, charge and spin) comes out at 0.000 eV. For the largest force on an atom, the calculation gives 0.84 eV Å⁻¹. As for the spin multiplicity: 5. The HOMO energy (spin up / spin down) comes out at -15.491 / -15.868 eV. The value obtained for the orbital gap (spin up / spin down) is 7.41 / 4.21 eV. Its expectation value of S² is 6.0418. Its total charge is +3.

Each line ends with the Löwdin charge.
CARTESIAN COORDINATES (ANGSTROEM)
Pt -0.129 -0.153 -0.077  1.08
I 5.279 0.063 0.242  1.10
C 3.895 0.114 1.773  -0.62
C 4.293 0.208 3.094  -0.19
C 3.368 0.255 4.129  -0.62
I 4.079 0.414 6.061  1.16
C 1.954 0.203 3.852  -0.18
C 0.949 0.271 4.832  0.01
C -0.373 0.241 4.461  0.02
C -0.694 0.139 3.108  -0.10
N 0.236 0.063 2.168  -0.01
C 1.539 0.097 2.516  -0.16
C 2.504 0.062 1.419  -0.41
O 2.119 0.006 0.225  -0.14
H 5.350 0.253 3.322  0.10
H 1.222 0.359 5.875  0.08
H -1.162 0.304 5.197  0.13
H -1.727 0.131 2.784  0.10
C -1.914 7.109 -5.892  -0.10
C -1.347 6.111 -4.894  -0.30
S -0.334 7.009 -3.707  0.64
O -1.200 7.838 -2.916  -0.28
O 0.805 7.533 -4.395  -0.27
C 0.282 5.730 -2.581  -0.19
C -0.763 5.425 -1.515  -0.12
N -0.411 4.217 -0.744  0.08
C -0.721 2.953 -1.082  -0.30
N -0.254 2.097 -0.169  -0.02
C 0.389 2.838 0.781  -0.03
C 0.303 4.142 0.432  -0.10
N 0.908 5.245 1.144  -0.32
O 0.950 6.322 0.595  0.14
O 1.347 4.969 2.239  0.13
C -1.492 2.580 -2.296  0.02
H -2.560 6.595 -6.602  0.08
H -1.118 7.597 -6.450  0.09
H -2.509 7.870 -5.389  0.09
H -0.684 5.382 -5.363  0.10
H -2.132 5.619 -4.316  0.09
H 1.178 6.174 -2.147  0.11
H 0.562 4.862 -3.179  0.10
H -1.751 5.277 -1.945  0.12
H -0.830 6.259 -0.828  0.13
H 0.878 2.430 1.645  0.11
H -2.301 3.284 -2.484  0.10
H -1.920 1.590 -2.147  0.04
H -0.849 2.557 -3.178  0.09
N -0.049 -0.519 -2.275  0.09
C 0.046 -0.432 -3.418  -0.10
C 0.152 -0.323 -4.833  -0.22
C 1.283 -0.813 -5.494  -0.01
C 1.365 -0.688 -6.868  -0.03
C 0.335 -0.082 -7.578  -0.02
C -0.790 0.405 -6.918  -0.04
C -0.888 0.289 -5.546  -0.03
H 2.084 -1.277 -4.935  0.13
H 2.234 -1.061 -7.390  0.13
H 0.407 0.013 -8.653  0.13
H -1.586 0.876 -7.479  0.12
H -1.759 0.670 -5.026  0.11
S -2.560 -0.491 0.110  0.83
C -3.024 -1.869 -0.890  -0.68
N -3.209 -1.646 -2.181  0.05
C -3.563 -2.698 -3.148  -0.12
C -3.133 -4.042 -2.586  -0.14
C -3.680 -4.189 -1.177  -0.11
N -3.238 -3.045 -0.361  0.08
H -3.109 -0.702 -2.515  0.12
H -3.048 -2.479 -4.082  0.13
H -4.637 -2.674 -3.339  0.14
H -2.041 -4.096 -2.559  0.12
H -3.497 -4.847 -3.220  0.14
H -3.327 -5.094 -0.691  0.14
H -4.771 -4.219 -1.180  0.15
H -3.034 -3.249 0.618  0.12
N -0.923 -6.161 2.854  0.22
C -1.252 -5.038 2.211  -0.49
O -2.339 -4.481 2.328  0.05
C -0.236 -4.426 1.285  -0.10
C 0.675 -5.118 0.496  0.03
C 1.449 -4.407 -0.413  0.00
C 1.278 -3.039 -0.523  -0.10
N 0.403 -2.373 0.241  -0.05
C -0.317 -3.052 1.131  -0.11
H -1.602 -6.571 3.478  0.14
H -0.008 -6.576 2.811  0.12
H 0.770 -6.195 0.563  0.13
H 2.170 -4.913 -1.039  0.13
H 1.855 -2.450 -1.224  0.11
H -0.998 -2.488 1.755  0.10

=====

A 12-piece molecular cluster, C34H97N5O19 overall at a distorted geometry. Source: the Open Molecules 2025 dataset; level of theory: wB97M-V/def2-TZVPD.

The SMILES is COC[C@H](C)N.COC[C@H](C)N.COC[C@H](C)N.COC[C@H](C)N.COC[C@H](C)N.OCCO.OCCO.OCCO.OCCO.OCCO.OCCO.OCCO. The relative energy (zero: lowest compared OMol25 entry of this formula, charge and spin) comes out at 5.921 eV. For the largest force on an atom, the calculation gives 2.74 eV Å⁻¹. The HOMO energy comes out at -9.020 eV. The value obtained for the orbital gap is 9.14 eV.

Each line ends with the Löwdin charge.
CARTESIAN COORDINATES (ANGSTROEM)
C 7.860 -3.536 6.517  -0.11
O 6.495 -3.341 6.743  -0.19
C 5.839 -4.509 7.169  -0.21
C 4.347 -4.225 7.126  -0.44
C 3.877 -3.215 8.151  -0.09
N 3.549 -5.386 7.469  0.01
H 7.863 -4.218 5.667  0.09
H 8.306 -3.941 7.425  0.09
H 8.316 -2.598 6.200  0.09
H 6.176 -5.414 6.664  0.13
H 5.978 -4.673 8.237  0.12
H 4.037 -3.873 6.142  0.14
H 4.424 -2.281 8.018  0.07
H 4.113 -3.461 9.186  0.08
H 2.809 -3.003 8.106  0.08
H 2.603 -5.096 7.667  0.06
H 3.855 -5.738 8.365  0.07
C -6.403 10.204 -6.997  -0.07
O -5.704 8.917 -7.108  -0.22
C -5.786 8.182 -5.885  -0.20
C -4.906 6.923 -6.034  -0.42
C -5.355 6.090 -7.282  -0.07
N -4.832 6.047 -4.866  0.03
H -6.364 10.790 -7.915  0.08
H -5.853 10.804 -6.272  0.08
H -7.457 10.031 -6.781  0.08
H -5.390 8.878 -5.146  0.11
H -6.834 7.997 -5.649  0.12
H -3.852 7.099 -6.250  0.14
H -5.160 6.694 -8.168  0.06
H -6.439 5.985 -7.317  0.07
H -4.785 5.191 -7.518  0.07
H -5.755 5.875 -4.494  0.07
H -4.344 6.682 -4.250  0.06
C 7.759 -2.903 -1.956  -0.06
O 8.428 -3.728 -2.965  -0.21
C 9.099 -3.014 -3.937  -0.24
C 9.983 -4.002 -4.787  -0.39
C 11.112 -4.832 -4.129  -0.05
N 10.461 -3.221 -5.964  0.02
H 7.070 -2.236 -2.475  0.08
H 8.540 -2.314 -1.476  0.08
H 7.298 -3.542 -1.202  0.09
H 8.377 -2.495 -4.568  0.12
H 9.714 -2.291 -3.401  0.12
H 9.222 -4.737 -5.047  0.12
H 11.832 -4.194 -3.616  0.07
H 11.627 -5.356 -4.934  0.07
H 10.771 -5.553 -3.385  0.07
H 11.028 -3.817 -6.552  0.06
H 9.694 -2.912 -6.543  0.06
C -1.796 -8.353 -7.655  -0.11
O -0.633 -8.948 -7.080  -0.22
C 0.408 -7.979 -6.668  -0.17
C 1.535 -8.735 -5.929  -0.44
C 2.679 -7.875 -5.421  -0.06
N 1.939 -9.935 -6.691  0.03
H -2.472 -9.141 -7.985  0.08
H -1.458 -7.734 -8.486  0.08
H -2.337 -7.798 -6.889  0.08
H 0.751 -7.360 -7.497  0.12
H 0.015 -7.273 -5.936  0.11
H 1.058 -9.200 -5.066  0.13
H 3.200 -8.379 -4.607  0.08
H 2.294 -7.043 -4.831  0.07
H 3.258 -7.372 -6.196  0.08
H 1.125 -10.471 -6.955  0.06
H 2.350 -9.650 -7.569  0.06
C 2.429 10.474 1.995  -0.09
O 1.643 10.978 0.886  -0.19
C 0.358 10.407 0.834  -0.22
C 0.325 8.893 0.523  -0.45
C 1.113 8.326 -0.696  -0.05
N -1.033 8.401 0.400  0.02
H 3.154 11.286 2.060  0.09
H 2.981 9.556 1.793  0.08
H 1.815 10.323 2.883  0.09
H -0.271 10.691 1.678  0.12
H -0.121 10.949 0.018  0.13
H 0.708 8.392 1.412  0.12
H 2.148 8.663 -0.762  0.06
H 0.697 8.745 -1.612  0.08
H 1.264 7.247 -0.735  0.07
H -1.511 8.897 1.138  0.06
H -0.923 7.429 0.654  0.07
O -4.334 -4.546 8.798  -0.05
C -4.950 -5.148 7.686  -0.29
C -5.353 -4.126 6.685  -0.28
O -6.379 -3.223 7.044  -0.05
H -3.833 -5.265 9.190  0.08
H -4.259 -5.773 7.119  0.12
H -5.865 -5.684 7.938  0.12
H -5.789 -4.766 5.917  0.12
H -4.449 -3.598 6.383  0.12
H -6.075 -2.577 7.686  0.09
O -8.426 3.126 -0.098  -0.07
C -8.665 2.541 1.217  -0.23
C -7.801 1.338 1.428  -0.30
O -7.948 0.404 0.402  -0.05
H -8.146 4.041 -0.015  0.08
H -8.541 3.214 2.065  0.12
H -9.694 2.189 1.294  0.12
H -8.045 0.870 2.381  0.12
H -6.746 1.594 1.532  0.12
H -7.498 0.844 -0.323  0.08
O 4.390 3.051 6.044  -0.07
C 5.410 2.787 5.074  -0.25
C 6.700 2.901 5.794  -0.26
O 6.888 4.297 6.074  -0.06
H 4.786 3.773 6.538  0.06
H 5.237 1.802 4.639  0.12
H 5.349 3.477 4.232  0.12
H 7.477 2.645 5.074  0.11
H 6.782 2.196 6.621  0.13
H 7.663 4.387 6.635  0.09
O -2.122 3.159 7.166  -0.06
C -2.810 4.234 6.507  -0.24
C -4.346 4.280 6.745  -0.25
O -4.610 4.533 8.089  -0.07
H -1.182 3.325 7.058  0.08
H -2.392 5.214 6.735  0.11
H -2.624 4.285 5.434  0.10
H -4.848 3.334 6.538  0.12
H -4.785 5.099 6.176  0.12
H -4.480 3.710 8.565  0.09
O -3.876 -0.096 -4.766  -0.09
C -3.708 -0.706 -6.060  -0.22
C -2.299 -0.469 -6.657  -0.25
O -1.400 -1.345 -6.039  -0.07
H -3.812 0.849 -4.923  0.08
H -4.056 -1.739 -6.062  0.12
H -4.453 -0.143 -6.624  0.11
H -1.875 0.525 -6.522  0.12
H -2.387 -0.695 -7.720  0.12
H -1.493 -1.125 -5.109  0.08
O -2.926 -6.626 -0.442  -0.05
C -4.067 -6.285 0.232  -0.30
C -5.270 -6.361 -0.694  -0.25
O -6.475 -5.922 -0.101  -0.06
H -2.297 -7.064 0.136  0.09
H -4.201 -6.913 1.113  0.12
H -3.989 -5.279 0.642  0.11
H -5.431 -7.338 -1.150  0.12
H -5.084 -5.709 -1.547  0.12
H -6.433 -4.963 -0.127  0.08
O -0.465 -1.267 -0.702  -0.08
C -0.120 -0.574 0.495  -0.24
C 0.170 0.904 0.251  -0.25
O -1.050 1.586 0.100  -0.06
H -0.674 -2.198 -0.598  0.08
H -0.857 -0.811 1.262  0.12
H 0.853 -0.992 0.756  0.11
H 0.836 1.031 -0.602  0.12
H 0.627 1.324 1.147  0.12
H -1.410 1.317 -0.748  0.08